No. 1
ORCA calculation (ωB97M-V/def2-TZVPD) on a structure of composition C38H46BaClF6Ge3N2O4S2.

Atoms and positions in Å:
1 Ba -0.211 -0.874 0.654
2 C -3.294 0.022 -1.405
3 C -3.438 0.051 -2.845
4 C -2.775 1.171 -3.325
5 C -2.192 1.849 -2.222
6 C -2.534 1.129 -1.041
7 H -3.725 -0.711 -0.734
8 H -3.950 -0.692 -3.444
9 H -2.653 1.438 -4.366
10 H -1.591 2.746 -2.264
11 H -2.316 1.423 -0.021
12 C 4.435 -4.305 0.794
13 C 3.208 -4.834 0.429
14 C 2.165 -3.962 0.162
15 N 2.283 -2.636 0.213
16 C 3.468 -2.139 0.568
17 C 4.567 -2.928 0.869
18 H 5.272 -4.954 1.022
19 H 3.043 -5.901 0.363
20 H 1.187 -4.345 -0.113
21 H 3.547 -1.059 0.603
22 H 5.500 -2.460 1.154
23 C 3.426 1.600 -0.091
24 Ge 1.899 2.831 0.181
25 C 1.390 3.534 -1.592
26 C 2.706 4.359 1.169
27 C 0.395 2.001 0.999
28 H 4.270 2.074 -0.599
29 H 3.092 0.754 -0.699
30 H 3.770 1.223 0.878
31 H 2.240 3.899 -2.174
32 H 0.678 4.353 -1.461
33 H 0.890 2.744 -2.158
34 H 3.579 4.775 0.656
35 H 3.018 4.028 2.164
36 H 1.964 5.151 1.297
37 H -0.513 2.494 0.628
38 H 0.441 2.129 2.090
39 Cl -1.096 -1.224 8.031
40 C -0.088 -1.085 6.600
41 C -0.432 -0.184 5.598
42 C 0.357 -0.074 4.475
43 C 1.531 -0.866 4.297
44 C 2.340 -0.748 3.169
45 C 1.840 -1.772 5.358
46 C 1.049 -1.875 6.479
47 H -1.322 0.425 5.702
48 H 0.102 0.647 3.708
49 H 3.254 -1.323 3.100
50 H 2.153 0.004 2.410
51 H 2.711 -2.409 5.258
52 H 1.295 -2.580 7.263
53 F -3.296 -4.014 3.448
54 C -3.155 -2.700 3.420
55 F -4.317 -2.163 3.032
56 F -2.856 -2.229 4.605
57 S -1.991 -2.127 2.045
58 O -1.919 -0.703 2.324
59 O -2.700 -2.483 0.846
60 N -0.466 -2.770 1.910
61 S -0.015 -3.827 3.051
62 O -0.769 -3.651 4.254
63 O 1.396 -3.982 3.056
64 C -0.657 -5.454 2.374
65 F 0.273 -6.085 1.656
66 F -1.003 -6.253 3.388
67 F -1.726 -5.275 1.601
68 C 4.418 -1.566 -2.564
69 Ge 2.844 -0.735 -3.463
70 C 2.933 -1.576 -5.267
71 C 3.514 1.108 -3.807
72 Ge 0.599 -0.764 -2.340
73 C -0.211 -0.583 -4.193
74 C -1.026 -1.526 -4.818
75 C -1.535 -1.322 -6.096
76 C -1.241 -0.160 -6.796
77 C -0.439 0.801 -6.192
78 C 0.056 0.587 -4.914
79 C 0.360 -2.811 -2.297
80 C -0.813 -3.331 -1.741
81 C -1.069 -4.701 -1.707
82 C -0.159 -5.592 -2.253
83 C 1.004 -5.099 -2.833
84 C 1.257 -3.734 -2.845
85 H 5.219 -1.677 -3.303
86 H 4.201 -2.548 -2.139
87 H 4.780 -0.920 -1.760
88 H 3.719 -1.076 -5.841
89 H 1.988 -1.475 -5.806
90 H 3.179 -2.639 -5.201
91 H 4.604 1.112 -3.713
92 H 3.108 1.835 -3.102
93 H 3.251 1.430 -4.818
94 H -1.281 -2.445 -4.302
95 H -2.167 -2.080 -6.547
96 H -1.631 -0.004 -7.796
97 H -0.201 1.722 -6.715
98 H 0.662 1.367 -4.459
99 H -1.570 -2.664 -1.338
100 H -1.986 -5.063 -1.254
101 H -0.353 -6.658 -2.230
102 H 1.724 -5.786 -3.269
103 H 2.181 -3.388 -3.291

Calculated values
Net charge: -2
<S²>: 0.77
Frontier orbital gap (alpha / beta), eV: 4.130 / 2.703
Multiplicity: 2

No. 2
ORCA calculation (ωB97M-V/def2-TZVPD) on a structure of composition C38H46N7O2PmS5.

Atoms and positions in Å:
1 Pm -0.417 0.310 -0.845
2 N -0.666 -2.211 3.191
3 C -0.588 -1.316 2.139
4 S -0.592 -2.033 0.539
5 N -0.481 -0.076 2.483
6 N -0.347 0.881 1.469
7 C -0.294 2.076 1.949
8 C -0.177 3.333 1.231
9 C -0.104 4.493 2.024
10 C -0.020 5.750 1.472
11 C -0.020 5.870 0.079
12 C -0.096 4.749 -0.723
13 C -0.164 3.464 -0.171
14 O -0.214 2.409 -0.973
15 H -1.155 -3.067 2.980
16 H -0.911 -1.793 4.078
17 H -0.342 2.148 3.034
18 H -0.123 4.377 3.103
19 H 0.038 6.628 2.102
20 H 0.035 6.852 -0.379
21 H -0.102 4.830 -1.805
22 C 2.396 -1.021 -4.559
23 C 2.876 -1.651 -3.232
24 S 1.621 -2.177 -2.036
25 C 0.684 -3.366 -3.052
26 C -0.820 -3.313 -2.807
27 S -1.613 -1.699 -2.970
28 C -1.619 -1.353 -4.742
29 C -0.290 -1.074 -5.449
30 S 0.871 -0.022 -4.522
31 H 2.234 -1.792 -5.307
32 H 3.181 -0.374 -4.948
33 H 3.488 -0.947 -2.666
34 H 3.502 -2.512 -3.464
35 H 1.051 -4.365 -2.822
36 H 0.918 -3.154 -4.093
37 H -1.052 -3.599 -1.782
38 H -1.326 -4.015 -3.469
39 H -2.277 -0.487 -4.816
40 H -2.122 -2.186 -5.231
41 H -0.491 -0.568 -6.392
42 H 0.222 -2.003 -5.682
43 O -2.646 0.393 -1.255
44 S -3.764 1.390 -1.572
45 C -3.203 2.263 -3.021
46 C -4.124 3.063 -3.686
47 C -3.723 3.758 -4.817
48 C -2.420 3.633 -5.284
49 C -1.518 2.796 -4.637
50 C -1.912 2.101 -3.504
51 C -3.648 2.652 -0.307
52 C -3.651 2.158 0.995
53 C -3.613 3.052 2.053
54 C -3.582 4.420 1.806
55 C -3.582 4.897 0.503
56 C -3.620 4.014 -0.568
57 H -5.145 3.147 -3.323
58 H -4.431 4.389 -5.340
59 H -2.111 4.175 -6.169
60 H -0.509 2.679 -5.014
61 H -1.222 1.420 -3.034
62 H -3.677 1.090 1.180
63 H -3.617 2.675 3.070
64 H -3.558 5.117 2.635
65 H -3.544 5.963 0.313
66 H -3.601 4.392 -1.581
67 C 5.286 -2.546 1.478
68 C 4.123 -1.614 1.041
69 N 2.964 -1.791 1.916
70 C 3.327 -1.522 3.307
71 C 4.410 -2.523 3.790
72 N 4.773 -3.392 2.612
73 C 3.573 -4.184 2.162
74 C 2.461 -3.166 1.792
75 H 6.152 -2.000 1.844
76 H 5.607 -3.218 0.686
77 H 3.815 -1.838 0.021
78 H 4.450 -0.575 1.077
79 H 2.432 -1.603 3.919
80 H 3.698 -0.501 3.387
81 H 4.054 -3.180 4.579
82 H 5.319 -2.034 4.128
83 H 5.506 -4.035 2.899
84 H 3.290 -4.844 2.978
85 H 3.887 -4.791 1.316
86 H 1.602 -3.279 2.447
87 H 2.122 -3.323 0.773
88 N 4.260 3.324 -4.285
89 C 3.920 3.028 -3.226
90 C 3.482 2.594 -1.922
91 C 3.860 3.230 -0.745
92 C 3.413 2.700 0.452
93 C 2.605 1.578 0.432
94 N 2.207 0.977 -0.697
95 C 2.653 1.485 -1.843
96 H 4.489 4.111 -0.774
97 H 3.675 3.161 1.395
98 H 2.254 1.131 1.353
99 H 2.341 0.999 -2.755

Calculated values
Net charge: +2
<S²>: 6.00
Frontier orbital gap (alpha / beta), eV: 7.590 / 7.618
Multiplicity: 5

No. 3
ORCA calculation (ωB97M-V/def2-TZVPD) on a structure of composition C38H47AsBrLaN7O8S3.

Atoms and positions in Å:
1 La 13.108 15.274 11.158
2 C 11.142 23.009 11.829
3 C 9.973 22.209 11.227
4 C 8.847 22.135 12.293
5 C 9.466 22.916 9.959
6 C 10.446 20.783 10.913
7 C 10.878 19.987 12.022
8 C 11.587 18.849 11.781
9 Br 12.481 17.945 13.146
10 C 11.847 18.423 10.451
11 O 12.548 17.382 10.197
12 C 11.369 19.186 9.323
13 C 10.626 20.326 9.639
14 C 11.675 18.818 7.814
15 C 10.367 18.715 7.075
16 C 12.513 20.046 7.260
17 C 12.628 17.596 7.495
18 H 10.830 23.914 12.337
19 H 11.933 23.321 11.144
20 H 11.691 22.412 12.553
21 H 8.308 23.075 12.453
22 H 9.237 21.710 13.234
23 H 8.106 21.447 11.875
24 H 9.101 23.901 10.366
25 H 8.674 22.348 9.503
26 H 10.303 23.056 9.262
27 H 10.627 20.301 13.037
28 H 10.206 20.957 8.864
29 H 9.731 19.578 7.151
30 H 9.741 17.881 7.551
31 H 10.510 18.361 6.048
32 H 11.860 20.966 7.216
33 H 12.795 19.832 6.214
34 H 13.445 20.296 7.818
35 H 12.216 16.603 7.746
36 H 13.527 17.662 8.061
37 H 12.871 17.562 6.406
38 O 7.261 9.690 14.850
39 S 6.694 10.075 16.173
40 O 5.917 11.309 16.153
41 O 6.024 9.109 17.000
42 C 8.433 10.453 16.647
43 N 8.928 9.551 17.468
44 C 10.179 9.691 17.818
45 C 11.012 10.626 17.228
46 C 10.375 11.545 16.409
47 N 9.035 11.483 16.108
48 C 11.078 12.643 15.760
49 C 12.474 12.729 15.768
50 C 13.054 13.688 14.942
51 N 12.361 14.381 14.013
52 C 11.043 14.289 14.038
53 C 10.337 13.464 14.888
54 H 10.502 8.979 18.571
55 H 12.067 10.744 17.508
56 H 13.120 12.169 16.456
57 H 14.133 13.896 15.092
58 H 10.478 14.907 13.333
59 H 9.285 13.429 14.788
60 C 18.271 15.239 11.651
61 As 17.300 16.451 12.809
62 C 18.406 16.500 14.469
63 C 17.360 18.190 11.919
64 S 15.446 15.596 13.415
65 H 19.337 15.546 11.794
66 H 17.953 15.375 10.614
67 H 18.142 14.185 11.979
68 H 19.023 17.367 14.389
69 H 19.023 15.594 14.392
70 H 17.778 16.554 15.361
71 H 18.363 18.463 11.661
72 H 16.949 18.849 12.722
73 H 16.658 18.196 11.078
74 C 16.224 9.111 16.138
75 C 15.584 9.578 14.857
76 C 14.311 9.121 14.461
77 C 13.729 9.618 13.313
78 C 14.359 10.634 12.554
79 C 15.649 11.026 12.907
80 C 16.197 10.560 14.113
81 S 13.555 11.534 11.254
82 O 13.959 11.104 9.938
83 O 13.830 12.961 11.601
84 N 11.901 11.268 11.312
85 C 11.165 11.135 10.049
86 C 11.053 12.385 9.072
87 C 11.495 13.701 9.738
88 O 12.352 14.403 9.115
89 O 11.098 14.074 10.894
90 H 17.272 8.861 15.899
91 H 15.699 8.255 16.575
92 H 16.225 9.927 16.835
93 H 13.809 8.335 15.020
94 H 12.691 9.302 13.007
95 H 16.143 11.807 12.275
96 H 17.125 10.994 14.460
97 H 11.531 12.050 11.888
98 H 10.155 10.786 10.363
99 H 11.685 10.315 9.592
100 H 9.981 12.481 8.857
101 H 11.654 12.247 8.157
102 N 15.224 15.193 9.579
103 C 15.653 15.053 8.465
104 N 16.129 14.869 7.246
105 C 17.452 14.796 7.075
106 N 18.619 14.747 6.853

Calculated values
Net charge: -1
Frontier orbital gap, eV: 6.968
Multiplicity: 1

No. 4
ORCA calculation (ωB97M-V/def2-TZVPD) on a structure of composition C38H47BN7S3Ti.

Atoms and positions in Å:
1 Ti -2.762 -0.096 0.241
2 C -0.170 -5.034 0.696
3 C 0.475 -3.724 0.387
4 C 1.782 -3.593 0.051
5 C 2.355 -2.311 -0.187
6 N 1.626 -1.231 -0.132
7 N 0.318 -1.369 0.141
8 B -0.575 -0.103 0.355
9 N -0.219 0.384 1.826
10 N 1.055 0.803 1.917
11 C 1.499 1.210 3.072
12 C 0.680 1.142 4.225
13 C -0.617 0.745 4.136
14 C -1.517 0.706 5.328
15 C -1.098 0.406 2.832
16 S -2.814 0.154 2.659
17 C 2.925 1.729 3.153
18 C 3.742 0.774 4.031
19 C 3.546 1.822 1.762
20 C 2.915 3.127 3.786
21 N -0.238 0.934 -0.805
22 N 0.253 0.383 -1.938
23 C 0.556 1.182 -2.919
24 C 0.456 2.598 -2.767
25 C -0.090 3.139 -1.652
26 C -0.268 4.611 -1.460
27 C -0.568 2.220 -0.659
28 S -1.601 2.627 0.628
29 C 1.005 0.574 -4.236
30 C 0.982 -0.950 -4.164
31 C 0.046 1.038 -5.340
32 C 2.420 1.066 -4.557
33 C -0.286 -2.515 0.438
34 S -1.925 -2.453 0.900
35 C 3.856 -2.148 -0.412
36 C 4.420 -3.348 -1.180
37 C 4.529 -2.078 0.962
38 C 4.155 -0.878 -1.208
39 H 0.529 -5.852 0.535
40 H -0.505 -5.058 1.735
41 H -1.057 -5.188 0.082
42 H 2.402 -4.475 -0.022
43 H 1.091 1.419 5.187
44 H -0.937 0.863 6.236
45 H -2.278 1.484 5.261
46 H -2.037 -0.249 5.398
47 H 3.764 -0.231 3.608
48 H 4.769 1.131 4.110
49 H 3.342 0.704 5.044
50 H 3.526 0.869 1.238
51 H 3.013 2.543 1.139
52 H 4.582 2.151 1.856
53 H 2.565 3.116 4.818
54 H 3.929 3.528 3.793
55 H 2.285 3.814 3.219
56 H 0.797 3.241 -3.568
57 H 0.430 5.160 -2.090
58 H -1.282 4.914 -1.730
59 H -0.119 4.896 -0.420
60 H -0.028 -1.321 -3.985
61 H 1.333 -1.358 -5.113
62 H 1.615 -1.332 -3.365
63 H -0.978 0.724 -5.134
64 H 0.053 2.121 -5.466
65 H 0.346 0.599 -6.292
66 H 3.125 0.810 -3.766
67 H 2.768 0.608 -5.484
68 H 2.449 2.147 -4.700
69 H 4.413 -4.268 -0.594
70 H 3.879 -3.527 -2.111
71 H 5.461 -3.147 -1.439
72 H 4.320 -2.975 1.549
73 H 5.610 -1.999 0.843
74 H 4.183 -1.214 1.528
75 H 3.831 -0.990 -2.242
76 H 3.663 -0.003 -0.790
77 H 5.233 -0.702 -1.213
78 C -5.660 3.210 -0.308
79 C -6.705 2.479 0.241
80 C -6.569 1.116 0.409
81 C -5.382 0.500 0.028
82 N -4.325 1.236 -0.381
83 C -4.480 2.551 -0.577
84 C -5.205 -0.969 -0.143
85 C -6.278 -1.844 0.094
86 C -6.234 -3.119 -0.416
87 C -5.128 -3.527 -1.173
88 C -4.044 -2.690 -1.327
89 C -4.036 -1.397 -0.787
90 H -5.742 4.269 -0.504
91 H -7.634 2.964 0.512
92 H -7.392 0.525 0.780
93 H -3.614 3.086 -0.933
94 H -7.162 -1.518 0.625
95 H -7.066 -3.791 -0.258
96 H -5.116 -4.519 -1.606
97 H -3.164 -3.057 -1.843

Calculated values
Net charge: +1
Frontier orbital gap, eV: 7.213
Multiplicity: 1

Result set for ΔE to the lowest compared entry with this formula, charge and spin: 121.35, 1.95, 0.00, 40.18 kcal per mole, one per record in the order listed.